No. 1
Entry from OMol25: a 6-piece molecular cluster, C25H57BO7P2 overall (wB97M-V/def2-TZVPD).

Last column: Löwdin charge in e.
Atoms and positions in Å:
C 3.321 0.622 0.631  -0.0508
C 2.054 1.332 1.061  -0.2776
O 2.151 2.724 0.758  0.0337
B 1.184 3.302 -0.009  -0.7428
O 1.570 4.371 -0.802  0.0948
P -0.756 2.816 0.052  0.6188
P -2.984 2.284 0.082  0.7028
C -3.252 1.899 1.860  -0.3877
C -3.224 0.622 -0.736  -0.4857
C -1.992 -0.052 -1.336  -0.1938
H 3.518 0.869 -0.410  0.0830
H 3.130 -0.448 0.679  0.0764
H 4.156 0.884 1.271  0.0652
H 1.199 0.854 0.581  0.0860
H 1.913 1.219 2.136  0.1211
H 1.565 4.144 -1.731  0.0877
H -0.568 2.113 1.332  -0.0378
H -0.682 2.314 -1.307  -0.0373
H -1.110 4.188 0.123  -0.0249
H -2.302 1.856 2.407  0.0003
H -3.716 0.925 1.975  0.0105
H -3.875 2.665 2.307  0.0118
H -4.002 0.729 -1.488  0.0482
H -3.633 -0.044 0.023  0.0515
H -1.242 -0.265 -0.578  0.0588
H -1.573 0.536 -2.150  0.0284
H -2.295 -0.999 -1.783  0.0662
C 7.425 1.581 4.530  -0.1669
C 8.089 0.395 3.830  -0.1660
C 7.001 -0.666 3.932  -0.2172
O 5.753 0.026 3.910  -0.1586
C 5.977 1.428 4.083  -0.2050
H 7.849 2.545 4.258  0.1113
H 7.500 1.468 5.614  0.1128
H 8.282 0.638 2.783  0.1144
H 9.027 0.082 4.285  0.1111
H 7.077 -1.222 4.874  0.1176
H 7.027 -1.380 3.107  0.1143
H 5.806 1.930 3.124  0.1127
H 5.262 1.817 4.808  0.1175
C 0.257 1.070 -6.623  -0.1660
C -0.725 -0.102 -6.588  -0.1616
C -1.395 0.101 -5.239  -0.2092
O -1.401 1.514 -4.998  -0.1532
C -0.551 2.167 -5.941  -0.2071
H 0.577 1.347 -7.627  0.1097
H 1.146 0.833 -6.035  0.1118
H -1.463 -0.005 -7.388  0.1047
H -0.251 -1.077 -6.680  0.1151
H -0.829 -0.385 -4.435  0.1137
H -2.414 -0.273 -5.217  0.0948
H -1.174 2.706 -6.664  0.1151
H 0.070 2.895 -5.416  0.1123
C -4.938 -0.498 6.379  -0.1706
C -6.097 0.498 6.386  -0.1705
C -5.742 1.387 5.200  -0.2048
O -5.053 0.554 4.267  -0.1596
C -4.706 -0.685 4.885  -0.2062
H -5.159 -1.433 6.891  0.1098
H -4.058 -0.052 6.847  0.1130
H -7.040 -0.021 6.201  0.1127
H -6.192 1.056 7.316  0.1101
H -5.077 2.204 5.502  0.1179
H -6.616 1.817 4.711  0.1170
H -5.349 -1.474 4.480  0.1170
H -3.670 -0.925 4.640  0.1166
C 5.249 -4.912 4.543  -0.1699
C 4.039 -3.980 4.480  -0.1645
C 4.234 -3.320 3.122  -0.1974
O 4.887 -4.287 2.294  -0.1418
C 5.356 -5.372 3.094  -0.2097
H 5.129 -5.741 5.240  0.1093
H 6.141 -4.351 4.829  0.1082
H 3.116 -4.563 4.492  0.1121
H 3.997 -3.258 5.294  0.1113
H 4.870 -2.434 3.201  0.0945
H 3.295 -3.025 2.653  0.1155
H 4.724 -6.248 2.910  0.1159
H 6.377 -5.615 2.797  0.1147
C -5.277 0.513 -8.062  -0.1649
C -5.587 -0.886 -8.588  -0.1691
C -4.378 -1.671 -8.099  -0.2033
O -3.963 -1.058 -6.877  -0.1653
C -4.628 0.204 -6.719  -0.1969
H -6.154 1.151 -7.966  0.1119
H -4.562 1.013 -8.720  0.1133
H -6.498 -1.268 -8.124  0.1134
H -5.710 -0.933 -9.668  0.1107
H -3.552 -1.619 -8.818  0.1158
H -4.601 -2.721 -7.908  0.1167
H -5.377 0.101 -5.928  0.1224
H -3.902 0.959 -6.412  0.1093

Summary:
Total charge   0
E_tot   -2220.849473 Eh
Frontier orbital gap   7.05 eV
Multiplicity   1

No. 2
Entry from OMol25: a 6-piece molecular cluster, C25H57N2O20PS7 overall at a distorted geometry (wB97M-V/def2-TZVPD).

Last column: Löwdin charge in e.
Atoms and positions in Å:
O -4.296 0.120 -0.736  -0.2213
P -2.897 0.171 -0.347  0.3449
O -2.470 -1.301 0.102  -0.0688
O -2.689 1.107 0.906  -0.1327
C -1.327 1.437 1.208  -0.2090
C -1.024 1.180 2.712  -0.1175
C 0.050 0.112 2.852  -0.2585
O -0.007 -0.434 4.165  -0.0586
O -1.941 0.739 -1.480  -0.1627
C -1.736 -0.163 -2.593  -0.2130
C -0.622 -1.194 -2.397  -0.2250
C 0.589 -0.709 -1.607  -0.4532
S 1.302 0.814 -2.314  0.9051
C 2.266 1.500 -0.956  -1.0296
S 3.569 0.793 -0.370  0.8378
N 1.794 2.735 -0.449  -0.1516
C 1.538 3.074 0.857  -0.0900
C 1.101 4.344 0.772  -0.1662
N 1.089 4.795 -0.510  0.0827
C 1.503 3.797 -1.237  -0.1792
H -1.521 -1.468 0.048  0.0644
H -1.085 2.463 0.952  0.1123
H -0.612 0.839 0.638  0.0796
H -1.951 0.821 3.151  0.1167
H -0.706 2.137 3.119  0.1143
H -0.133 -0.658 2.094  0.1116
H 1.054 0.510 2.673  0.1085
H 0.436 -1.288 4.132  0.0873
H -1.484 0.466 -3.443  0.1179
H -2.673 -0.659 -2.851  0.1007
H -1.044 -2.060 -1.887  0.0928
H -0.298 -1.531 -3.380  0.1265
H 0.409 -0.615 -0.538  0.0552
H 1.354 -1.480 -1.691  0.0811
H 1.677 2.454 1.717  0.1105
H 0.794 4.908 1.636  0.1103
H 1.608 3.786 -2.305  0.1267
O -0.184 -4.375 5.445  -0.2795
S -1.462 -4.995 5.266  0.5646
O -1.884 -5.433 3.974  -0.2731
O -2.579 -4.050 5.888  -0.2615
C -2.618 -2.679 5.440  -0.2456
C -3.220 -2.539 4.057  -0.0668
C -1.637 -6.323 6.408  -0.1217
H -1.617 -2.246 5.481  0.0989
H -3.230 -2.146 6.166  0.1237
H -2.582 -2.996 3.301  0.0683
H -3.339 -1.484 3.806  0.0767
H -4.191 -3.031 4.003  0.0860
H -1.350 -5.978 7.397  0.0747
H -0.977 -7.122 6.076  0.0765
H -2.670 -6.661 6.394  0.0755
O 3.808 5.633 1.945  -0.2761
S 4.792 5.565 0.909  0.5588
O 5.216 4.306 0.376  -0.2853
O 6.076 6.388 1.374  -0.2605
C 6.667 6.051 2.643  -0.2511
C 7.475 4.769 2.582  -0.0697
C 4.316 6.615 -0.418  -0.1125
H 5.894 5.998 3.411  0.1147
H 7.318 6.886 2.896  0.1217
H 6.833 3.906 2.408  0.0536
H 8.006 4.614 3.522  0.0825
H 8.197 4.808 1.767  0.0876
H 4.029 7.582 -0.015  0.0787
H 3.468 6.142 -0.912  0.0560
H 5.151 6.708 -1.107  0.0769
O -4.506 -2.594 -4.091  -0.2832
S -4.326 -3.399 -2.917  0.5743
O -3.008 -3.701 -2.443  -0.2787
O -5.133 -4.758 -3.113  -0.2579
C -4.878 -5.532 -4.301  -0.2528
C -3.568 -6.292 -4.226  -0.0738
C -5.271 -2.735 -1.600  -0.1093
H -4.914 -4.887 -5.181  0.1137
H -5.707 -6.233 -4.379  0.1213
H -2.717 -5.613 -4.226  0.0685
H -3.471 -6.959 -5.082  0.0811
H -3.518 -6.879 -3.309  0.0852
H -6.277 -2.529 -1.955  0.0833
H -4.768 -1.817 -1.297  0.0266
H -5.284 -3.446 -0.777  0.0844
O 4.317 -1.280 2.385  -0.3002
S 5.665 -0.798 2.452  0.5383
O 6.572 -1.011 1.369  -0.2733
O 6.328 -1.328 3.799  -0.2623
C 6.295 -2.746 4.055  -0.2516
C 7.309 -3.507 3.224  -0.0735
C 5.654 0.915 2.863  -0.1253
H 5.285 -3.129 3.899  0.1146
H 6.525 -2.859 5.113  0.1209
H 7.057 -3.475 2.165  0.0710
H 7.341 -4.552 3.535  0.0811
H 8.302 -3.071 3.337  0.0847
H 4.992 1.069 3.711  0.0791
H 5.289 1.456 1.991  0.0366
H 6.670 1.223 3.096  0.0733
O -2.712 2.266 -6.474  -0.2802
S -3.921 1.544 -6.735  0.5713
O -4.239 1.109 -8.060  -0.2749
O -5.147 2.378 -6.156  -0.2608
C -5.287 3.750 -6.570  -0.2540
C -5.835 3.875 -7.979  -0.0754
C -4.039 0.179 -5.635  -0.1314
H -4.333 4.269 -6.467  0.1144
H -5.981 4.202 -5.864  0.1208
H -5.124 3.500 -8.714  0.0702
H -6.044 4.920 -8.210  0.0799
H -6.752 3.295 -8.086  0.0841
H -3.834 0.526 -4.627  0.0618
H -3.297 -0.555 -5.944  0.0805
H -5.033 -0.252 -5.702  0.0758

Summary:
Total charge   0
E_tot   -5729.777347 Eh
Frontier orbital gap   8.01 eV
Multiplicity   1

Question: Which of these has the highest E_tot?
Answer: C25H57BO7P2